# 1
Computed, not measured: a structure of composition C26H30BrClN7O2Sc at a distorted geometry, with wB97M-V/def2-TZVPD.

```
68
Properties=species:S:1:pos:R:3:forces:R:3:nbo_charge:R:1
Br 2.59025 0.84458 -2.90257 -0.02 0.02 -0.01 0.129
Sc 0.00354 -0.49572 -0.14782 -0.34 0.96 0.32 1.893
Cl 3.28997 -5.18689 0.97349 -0.01 0.01 -0.01 0.087
O -1.71360 2.61288 1.09458 0.08 0.13 0.00 -0.493
O -0.90215 3.03279 3.15276 0.01 -0.04 -0.02 -0.502
N 2.04956 -1.51821 0.18732 0.18 -0.22 -0.13 -0.586
N -0.15726 -0.27552 2.16886 -0.03 -0.20 0.11 -0.714
N -1.77105 0.55326 -1.28561 0.12 -0.08 -0.16 -0.515
N 0.13746 1.91589 0.08867 -0.45 -1.09 0.52 -0.372
N -1.04526 -1.96412 -1.60661 0.06 0.00 -0.08 -0.538
N -1.56176 -2.19415 0.81274 0.05 -0.04 -0.04 -0.693
N 0.91178 1.20475 -0.81859 0.44 0.25 -0.22 -0.696
C -1.92408 1.87862 -1.25267 0.01 -0.06 0.13 0.226
C -2.33345 -0.13666 -2.29529 -0.03 -0.01 0.03 0.137
C 1.53454 1.58495 2.15151 -0.04 -0.02 0.01 -0.405
C 4.51281 -2.79303 0.59494 -0.02 0.03 0.00 -0.128
C -2.70638 2.54339 -2.19015 -0.05 -0.02 0.01 -0.187
C 3.32192 -3.50146 0.64976 0.01 0.01 0.01 -0.068
C 3.21006 -0.84280 0.11918 0.02 0.02 -0.12 0.067
C -0.96932 4.10730 -0.61285 -0.01 -0.05 -0.06 -0.658
C -1.65705 -2.20247 2.28788 0.04 0.01 0.01 -0.239
C -0.69718 2.80067 2.00675 -0.11 -0.01 0.00 0.793
C 1.96735 1.85379 -1.41543 -0.13 0.06 -0.13 0.127
C -3.30577 1.82889 -3.20899 0.00 -0.01 0.01 -0.108
C -0.40220 -1.57380 2.84687 -0.01 0.02 -0.01 -0.223
C -1.11012 2.64091 -0.21827 0.14 0.25 -0.17 0.393
C 1.47991 3.76875 1.07812 -0.03 -0.07 -0.07 -0.216
C 2.57669 3.00480 -1.08613 -0.01 0.03 0.03 -0.362
C 2.31193 3.89726 0.04302 0.06 0.01 -0.02 -0.191
C 4.44119 -1.43876 0.32036 0.01 -0.04 0.02 -0.207
C -1.31090 -3.52768 0.21444 0.00 0.00 -0.01 -0.227
C -2.06494 -1.59872 -2.28724 0.01 0.00 0.03 0.379
C 0.86918 0.47737 2.94007 -0.03 0.04 -0.03 -0.219
C 2.13150 -2.83385 0.44019 -0.06 -0.03 0.12 0.014
C -3.10250 0.46096 -3.27475 -0.03 0.03 -0.02 -0.186
C 0.65165 2.53006 1.33219 0.12 0.10 -0.12 -0.044
C -3.01721 -2.51545 -2.99560 0.01 0.01 -0.01 -0.708
C -0.85685 -3.37238 -1.26157 0.02 0.01 0.02 -0.259
H 2.11612 2.18726 2.84910 -0.03 0.01 0.02 0.268
H 2.25347 1.17537 1.44636 0.11 -0.02 -0.06 0.226
H 0.46737 -2.21054 2.66353 0.00 0.01 0.02 0.206
H 1.63570 -0.23422 3.25000 0.00 -0.01 -0.02 0.221
H 3.16328 0.20268 -0.13922 -0.07 0.05 0.07 0.233
H 5.33696 -0.83841 0.24886 0.00 0.00 0.00 0.257
H 1.42017 4.55274 1.82479 0.00 -0.02 0.02 0.246
H 0.19428 -3.62293 -1.39304 0.04 0.03 0.05 0.229
H -1.78973 -3.21152 2.68094 -0.03 0.00 -0.01 0.231
H -2.83800 3.61120 -2.14153 0.01 0.00 0.00 0.255
H -3.90514 2.33377 -3.95417 0.00 0.00 0.00 0.256
H 0.40517 0.87321 3.84498 0.02 0.00 0.01 0.233
H 3.36897 3.32136 -1.74980 0.00 0.02 0.00 0.254
H 5.45810 -3.29303 0.75765 0.01 0.00 -0.01 0.264
H -3.94394 -2.00814 -3.24334 0.00 -0.01 0.00 0.252
H -0.54161 -4.01973 0.80885 -0.08 -0.06 0.00 0.213
H -1.95520 4.56839 -0.62008 0.01 0.01 -0.02 0.240
H -2.53242 -1.62427 2.58949 0.01 0.02 0.00 0.223
H -0.49563 4.21379 -1.58861 -0.01 0.00 -0.01 0.241
H -2.20141 -4.15593 0.27916 -0.02 0.02 0.00 0.222
H -1.02607 0.25732 2.25474 0.00 0.02 -0.01 0.397
H 1.21217 -3.39543 0.49266 0.00 0.02 0.02 0.205
H -0.37441 4.65139 0.11177 -0.02 -0.01 0.01 0.253
H -2.44371 -1.85340 0.44426 -0.01 -0.04 -0.01 0.395
H 2.89336 4.81161 0.01408 0.02 -0.01 0.00 0.243
H -0.48841 -1.43599 3.92741 0.00 -0.01 0.00 0.232
H -1.41565 -4.04329 -1.90688 0.02 -0.02 -0.02 0.231
H -3.27061 -3.38318 -2.38981 0.00 0.00 0.02 0.251
H -2.56572 -2.88182 -3.92077 0.00 0.00 0.00 0.276
H -3.51977 -0.11847 -4.08492 0.00 0.00 0.01 0.249
```
Positions in Å, forces in eV/Å.

Results
Total energy: -5337.08298 hartree
Molar mass: 632.89 g/mol
Net charge: +2
Orbital gap: 6.639 eV
Energy relative to the best compared isomer or geometry (same formula, charge and spin): 0.0 kcal/mol
2S+1: 1

# 2
Computed, not measured: a cluster of 2 separate species, CO5S in total at a distorted geometry, with wB97M-V/def2-TZVPD.

```
7
Properties=species:S:1:pos:R:3:forces:R:3:nbo_charge:R:1
S 0.61492 1.41380 -0.19216 2.21 1.30 3.01 2.478
O 0.41571 0.77755 -1.40182 -0.23 -1.42 -2.66 -0.837
O -0.49076 -0.85223 0.53197 -0.39 -0.10 0.49 -0.562
O -1.18337 -2.98943 -0.02257 -0.20 0.13 0.23 -0.486
O -0.26484 2.45693 0.18796 -0.17 0.01 0.38 -0.825
O 1.77715 1.11266 0.61724 -1.63 0.31 -0.99 -0.819
C -0.86880 -1.91929 0.27937 0.41 -0.23 -0.47 1.051
```
Positions in Å, forces in eV/Å.

Results
SMILES: O=S(=O)=O.O=C=O
Total energy: -812.49258 hartree
Molar mass: 124.07 g/mol
Net charge: 0
Orbital gap: 11.823 eV
Energy relative to the best compared isomer or geometry (same formula, charge and spin): 1.9 kcal/mol
2S+1: 1

# 3
Computed, not measured: a cluster of 4 separate species, C4H12O3 in total at a distorted geometry, with wB97M-V/def2-TZVPD.

```
19
Properties=species:S:1:pos:R:3:forces:R:3:nbo_charge:R:1
O 1.48449 1.31057 -0.26927 -0.04 0.48 0.13 -0.943
O 2.04973 0.14783 -3.05780 0.09 0.00 -0.12 -0.946
O -1.32096 2.20652 -2.25998 -0.10 -0.03 -0.35 -0.945
C -0.41279 -1.25724 -0.19674 -0.52 0.58 -0.68 -0.339
C -0.36491 -0.96147 2.24261 -0.58 0.57 1.38 -0.226
C -0.96912 -1.15176 3.41618 -0.62 -0.59 -0.49 -0.365
C -0.97523 -1.38548 0.99526 0.24 0.27 -0.46 -0.238
H -2.00606 1.98164 -1.62375 0.18 0.08 0.11 0.472
H 0.48172 -0.29241 2.30851 0.39 -0.13 -0.75 0.200
H -2.02454 -1.66449 1.00584 0.13 -0.41 0.37 0.203
H 1.86889 1.62796 0.55591 0.04 -0.18 -0.13 0.470
H -0.99468 -1.41925 -1.09494 0.00 -0.33 0.00 0.197
H 1.85868 0.44228 -0.43862 0.28 0.10 -0.08 0.479
H 0.50717 -0.73877 -0.38642 0.30 -0.40 0.27 0.182
H 1.83978 1.07087 -3.23577 -0.09 -0.02 0.16 0.478
H -1.85865 -1.77744 3.43982 -0.02 0.11 0.15 0.182
H 2.21519 -0.22932 -3.92823 -0.02 -0.05 0.08 0.470
H -0.70680 2.79938 -1.81995 -0.03 -0.11 0.24 0.474
H -0.67191 -0.70942 4.34736 0.38 0.05 0.18 0.197
```
Positions in Å, forces in eV/Å.

Results
SMILES: C=CC=C.O.O.O
Total energy: -385.25811 hartree
Molar mass: 108.14 g/mol
Net charge: 0
Orbital gap: 9.489 eV
Energy relative to the best compared isomer or geometry (same formula, charge and spin): 39.9 kcal/mol
2S+1: 1

# 4
Computed, not measured: a structure of composition C19H22ClInN at a distorted geometry, with wB97M-V/def2-TZVPD.

```
44
Properties=species:S:1:pos:R:3:forces:R:3:nbo_charge:R:1
In 0.48755 1.10421 1.24055 -0.47 0.41 -1.23 1.507
Cl 0.50386 1.40475 3.53624 0.04 -0.20 0.99 -0.603
N -0.39029 -3.25538 -0.74190 -0.43 0.28 0.03 -0.479
C 0.20794 3.57329 -1.26032 0.59 0.12 0.22 -0.299
C 0.14579 4.08759 0.98009 -0.02 0.37 -0.98 -0.278
C -0.05103 -1.84311 -0.78837 -0.77 -0.38 -0.20 -0.237
C 3.12291 -0.23261 0.61190 0.98 -0.66 -0.39 -0.247
C 1.39600 -1.54763 -0.43897 0.19 -0.19 -0.22 0.033
C -2.73816 0.55689 1.09348 1.08 0.02 -0.11 -0.382
C -0.40693 -4.00946 0.47374 0.32 -0.08 0.05 -0.391
C -2.95556 1.69554 1.92152 0.08 1.01 -0.47 -0.340
C 1.79102 -0.44270 0.30821 -1.23 0.48 0.68 -0.452
C -3.42656 2.75125 1.10029 0.15 -0.95 -0.04 -0.330
C 1.31135 2.93450 -0.67468 -0.39 0.68 -0.35 -0.329
C 2.36443 -2.44912 -0.88356 0.10 0.07 0.04 -0.231
C 3.71702 -2.25980 -0.58700 -0.33 0.44 -0.01 -0.228
C -0.49125 4.30149 -0.25462 0.74 -0.25 0.82 -0.272
C -3.11792 0.89206 -0.23711 0.09 1.36 -0.25 -0.358
C 4.10666 -1.12749 0.13598 -0.42 0.10 0.25 -0.223
C -0.74851 -3.95633 -1.93645 0.46 0.10 -0.09 -0.379
C -3.51180 2.26663 -0.24494 0.15 -1.11 0.80 -0.315
C 1.31614 3.25759 0.74751 -1.09 -0.64 -0.18 -0.557
H 0.59765 -4.36334 0.76544 -0.09 0.02 0.13 0.167
H 4.44399 -2.98798 -0.93149 0.03 0.13 0.03 0.204
H 0.14247 -4.30024 -2.49217 -0.16 -0.13 -0.18 0.153
H -2.73480 1.75865 2.98289 -0.10 -0.04 -0.16 0.205
H 2.17931 3.23650 1.40478 0.01 -0.04 -0.08 0.244
H -3.80403 2.85072 -1.11525 0.02 -0.19 0.17 0.189
H -0.04129 3.60153 -2.32403 0.05 -0.30 0.43 0.204
H 2.08134 2.36538 -1.18620 -0.14 0.06 0.07 0.217
H 5.15568 -0.94054 0.36778 -0.22 -0.14 -0.04 0.205
H -0.12758 4.53734 1.93197 0.04 -0.24 -0.22 0.218
H -1.31978 -3.29831 -2.59996 -0.11 -0.24 -0.04 0.191
H -0.81887 -3.43645 1.31696 0.00 -0.09 -0.16 0.197
H -1.32830 -4.84815 -1.65893 -0.03 0.30 -0.35 0.187
H -1.01902 -4.90545 0.28302 0.10 0.29 0.44 0.185
H 3.42619 0.60232 1.24433 0.02 -0.08 -0.20 0.210
H -3.66056 3.75927 1.43909 0.09 -0.23 -0.11 0.190
H -3.06122 0.23878 -1.10396 -0.02 0.09 0.15 0.190
H -0.29079 -1.53756 -1.82956 0.33 0.14 0.56 0.210
H -2.36450 -0.40682 1.43906 -0.40 0.02 -0.01 0.197
H -0.74909 -1.26539 -0.14495 0.43 -0.08 -0.12 0.211
H -1.35408 4.94054 -0.42177 0.06 -0.36 0.11 0.210
H 2.01462 -3.30296 -1.46864 0.29 0.11 0.21 0.207
```
Positions in Å, forces in eV/Å.

Results
Total energy: -1442.23703 hartree
Molar mass: 414.66 g/mol
Net charge: -1
Orbital gap: 6.111 eV
2S+1: 1

# 5
Computed, not measured: a cluster of 2 separate species, C4H7N3O in total at a distorted geometry, with wB97M-V/def2-TZVPD.

```
15
Properties=species:S:1:pos:R:3:forces:R:3:nbo_charge:R:1
O -0.88145 -1.73043 -1.85855 2.17 0.88 0.92 -0.591
N -1.19529 -0.07163 0.66461 -7.06 4.13 -1.32 -0.843
N 0.80919 -1.33716 -0.28857 4.33 -6.64 3.77 -0.480
N 1.13066 -0.44865 0.86077 1.71 -1.62 2.28 -0.462
C -0.37814 0.40015 -0.49519 -1.69 -3.13 0.89 -0.073
C -0.13471 -1.05167 -1.14731 -3.56 2.58 -0.95 0.670
C 0.88037 0.76473 0.23282 0.43 1.86 -2.42 -0.134
C -0.39557 1.78885 -0.26516 0.27 0.70 2.77 -0.269
H 1.70218 0.83649 -0.50910 -0.61 1.20 -0.05 0.162
H 0.21485 2.43121 -0.82189 -0.02 1.31 -1.06 0.231
H 2.16039 -0.60573 1.36379 -3.33 0.36 -2.56 0.399
H 0.85042 -2.34112 0.13356 -0.08 2.09 -1.76 0.397
H -2.54773 0.17749 0.54872 5.67 -1.47 0.14 0.359
H -1.22079 2.08450 0.47609 1.67 0.20 -1.48 0.262
H -0.99437 -0.89702 1.10540 0.10 -2.46 0.83 0.371
```
Positions in Å, forces in eV/Å.

Results
Total energy: -395.81447 hartree
Molar mass: 113.12 g/mol
Net charge: 0
Orbital gap: 8.967 eV
Energy relative to the best compared isomer or geometry (same formula, charge and spin): 209.5 kcal/mol
2S+1: 1

# 6
Computed, not measured: a structure of composition C27H44BrCuNP2S at a distorted geometry, with wB97M-V/def2-TZVPD.

```
77
Properties=species:S:1:pos:R:3:forces:R:3:mulliken_spin:R:1
Br 3.05367 -3.26065 -5.04848 0.01 -0.17 0.19 0.001
Cu 0.59344 0.61350 -0.46781 -1.32 0.14 0.11 0.312
S 2.44320 1.34790 0.94650 -0.71 0.22 -1.56 0.069
P -1.16677 0.83236 -2.32982 -0.31 0.05 -0.42 0.186
P -0.93005 0.88968 1.14021 -0.76 1.23 2.41 0.156
N -3.23507 -3.84285 3.88684 -0.45 -0.48 0.51 0.003
C 1.18569 -3.75301 -1.39516 0.03 0.48 -0.36 0.001
C -1.74973 -0.76338 -3.09761 0.51 -0.25 0.44 0.021
C -3.72299 -3.72159 2.65622 0.76 0.24 -0.47 -0.001
C 0.11320 -2.09859 0.06829 -1.58 -2.91 1.68 -0.005
C 2.33376 -2.95851 -3.32077 0.60 -0.49 -0.83 0.002
C -1.51446 -3.25662 1.83534 -0.14 -0.15 -0.06 -0.003
C 1.65918 -1.36530 -1.71074 -0.25 -0.48 -0.49 0.003
C -1.05620 2.73423 1.28745 0.50 -0.03 -0.42 0.037
C 1.86240 -4.03687 -2.56979 -0.14 0.67 0.15 0.001
C 2.31497 -1.64147 -2.90238 -0.24 0.08 0.38 0.000
C -2.17945 3.38384 2.09073 -0.19 0.28 0.27 0.007
C -0.28271 1.85839 -3.59929 0.48 0.06 0.01 0.018
C -2.98762 -0.69897 -3.99207 -0.19 0.17 -0.14 0.011
C -0.54926 1.58996 -5.08733 -0.14 -0.09 -0.28 0.017
C -2.89186 -3.42051 1.56717 0.14 -0.18 0.87 0.003
C -0.63457 -2.79818 0.80202 1.08 2.47 -0.63 0.008
C -2.65397 0.31894 1.19704 -0.42 -0.37 -0.93 0.033
C -2.75417 1.72694 -1.94302 0.28 -0.08 0.60 0.007
C -3.33749 2.58668 -3.05593 -0.12 0.12 -0.26 0.008
C 3.46708 -0.10783 0.77811 0.41 -0.61 0.15 -0.004
C 3.21178 2.33929 -0.40593 0.06 0.48 0.28 -0.001
C -0.25817 0.32584 2.77339 0.52 -0.44 -0.60 0.046
C -0.60579 1.11859 4.02703 -0.09 0.05 0.38 0.014
C -1.92875 -3.80383 4.13430 0.27 0.28 -0.71 -0.001
C -3.38388 0.18182 2.53149 -0.22 -0.01 0.42 0.012
C 1.01601 -2.41153 -1.01146 0.45 1.35 -0.19 0.010
C -1.00155 -3.49743 3.12933 -0.83 -0.17 -0.07 0.002
H -2.53921 2.35476 -1.06497 -0.11 -0.08 -0.28 0.003
H -0.44632 2.92886 -3.37928 0.01 -0.45 0.15 0.008
H -3.49774 0.98803 -1.60562 0.35 0.06 -0.13 -0.002
H -1.55466 1.92376 -5.39518 0.43 -0.20 0.14 -0.001
H 2.45388 2.82458 -1.05548 0.48 -0.14 0.59 0.004
H -1.59519 -4.01589 5.15414 -0.22 0.14 -0.30 0.000
H -1.08636 3.11164 0.25510 0.07 0.01 0.18 -0.002
H -0.05853 0.67905 4.86976 -0.08 0.07 -0.17 0.002
H -3.18407 3.12369 1.73706 0.24 -0.07 0.05 0.000
H -0.90900 -1.25264 -3.61777 -0.14 0.31 0.20 -0.001
H -4.79761 -3.86355 2.50985 0.34 0.10 0.19 0.000
H -1.96347 -1.40418 -2.22533 0.09 0.11 -0.19 0.003
H -0.60273 -0.71542 2.84705 0.14 0.17 0.10 -0.003
H -2.10493 3.16442 3.16244 -0.12 -0.01 -0.35 0.000
H 0.78963 1.67252 -3.41533 -0.26 0.09 -0.01 0.014
H -0.43187 0.51967 -5.32994 -0.09 0.45 0.05 0.001
H -3.21057 1.01803 0.56692 0.03 -0.11 0.01 0.002
H 2.98825 -0.89861 0.18089 0.26 0.25 0.56 0.004
H 3.71169 -0.42340 1.79349 0.07 -0.29 -0.26 0.001
H -3.67251 1.98103 -3.90640 0.14 0.22 0.18 -0.001
H 2.77577 -0.87596 -3.51741 -0.08 -0.06 0.13 -0.001
H 0.71270 -4.53336 -0.80436 0.16 0.14 -0.12 0.000
H 0.83661 0.28520 2.66616 -0.35 -0.10 0.10 0.002
H 3.84217 1.67279 -1.01621 -0.28 0.42 0.28 -0.001
H -0.08472 3.05139 1.69385 -0.12 -0.02 -0.11 -0.002
H -2.66396 -0.64089 0.67186 -0.10 -0.05 0.00 -0.001
H -2.96361 -0.59419 3.17897 0.09 0.16 -0.11 0.000
H -3.86507 -0.37072 -3.42909 0.08 0.00 -0.09 -0.001
H 0.18973 2.14930 -5.69040 -0.37 -0.25 0.30 0.000
H -4.42513 -0.11853 2.34595 0.30 0.08 -0.12 0.002
H 1.64652 -0.26693 -1.42583 0.55 -1.28 -0.51 -0.012
H -3.42975 1.12552 3.08572 0.06 -0.25 -0.15 -0.001
H -2.85916 -0.03076 -4.84884 0.02 -0.13 0.16 -0.001
H 1.97794 -5.05086 -2.91732 0.02 -0.05 -0.10 0.000
H 3.81989 3.07762 0.15315 -0.23 -0.22 -0.84 0.005
H 0.05957 -3.47559 3.34621 -0.06 0.13 -0.14 0.000
H -3.31437 -3.34044 0.57222 0.22 0.12 0.02 0.000
H -0.30340 2.16920 3.97023 -0.04 -0.21 -0.06 0.000
H -4.21023 3.13057 -2.67215 0.21 -0.14 -0.09 0.001
H -3.22385 -1.69399 -4.38768 0.18 0.16 0.14 0.002
H -1.66840 1.06287 4.28110 0.29 0.10 -0.09 -0.001
H 4.36887 0.21294 0.25464 0.06 -0.22 0.32 0.001
H -2.08742 4.47487 1.98738 -0.01 -0.30 0.01 0.001
H -2.61437 3.33199 -3.40181 -0.20 -0.11 -0.03 0.000
```
Positions in Å, forces in eV/Å.

Results
Total energy: -6404.71761 hartree
Molar mass: 620.12 g/mol
Net charge: +2
Orbital gap (spin up / spin down): 7.862 / 5.418 eV
2S+1: 2

What did the second record say?
Computed, not measured: a cluster of 2 separate species, CO5S in total at a distorted geometry, with wB97M-V/def2-TZVPD.

```
7
Properties=species:S:1:pos:R:3:forces:R:3:nbo_charge:R:1
S 0.61492 1.41380 -0.19216 2.21 1.30 3.01 2.478
O 0.41571 0.77755 -1.40182 -0.23 -1.42 -2.66 -0.837
O -0.49076 -0.85223 0.53197 -0.39 -0.10 0.49 -0.562
O -1.18337 -2.98943 -0.02257 -0.20 0.13 0.23 -0.486
O -0.26484 2.45693 0.18796 -0.17 0.01 0.38 -0.825
O 1.77715 1.11266 0.61724 -1.63 0.31 -0.99 -0.819
C -0.86880 -1.91929 0.27937 0.41 -0.23 -0.47 1.051
```
Positions in Å, forces in eV/Å.

Results
SMILES: O=S(=O)=O.O=C=O
Total energy: -812.49258 hartree
Molar mass: 124.07 g/mol
Net charge: 0
Orbital gap: 11.823 eV
Energy relative to the best compared isomer or geometry (same formula, charge and spin): 1.9 kcal/mol
2S+1: 1